*a*
Computed, not measured: C2H4 in the gas phase, with ωB97M-V/def2-TZVPD.

Geometry as XYZ:
```
6
Properties=species:S:1:pos:R:3:lowdin_charge:R:1
C -0.68 -0.04 0.00 -0.0969
C 0.64 -0.03 -0.01 -0.1029
H -1.20 -0.98 0.01 0.0324
H -1.18 0.94 -0.02 0.0575
H 1.35 -0.88 0.00 0.0590
H 1.07 1.00 0.03 0.0509
```

charge: 0
SMILES string: C=C
highest occupied orbital energy: -10.2 eV
orbital gap: 0.429 Ha



*b*
Computed, not measured: C2H4 in the gas phase, with ωB97M-V/def2-TZVPD.

Geometry as XYZ:
```
6
Properties=species:S:1:pos:R:3:lowdin_charge:R:1
C 0.65 -0.09 0.04 -0.0525
C -0.70 -0.06 0.05 -0.0442
H 1.02 0.92 -0.12 0.0411
H 1.38 -0.83 -0.16 0.0293
H -1.37 -0.84 0.18 0.0285
H -0.97 0.90 0.01 -0.0022
```

charge: 0
SMILES string: C=C
highest occupied orbital energy: -10.1 eV
orbital gap: 0.423 Ha



*a* is preferred energetically. Next in line: 0.0173 hartree higher.



*a*
Computed, not measured: a 2-piece molecular cluster, C3H10NO overall, with ωB97M-V/def2-TZVPD.

Geometry as XYZ:
```
15
Properties=species:S:1:pos:R:3:lowdin_charge:R:1
C -1.44 -0.33 -0.88 -0.0600
C -0.03 -0.81 -0.60 -0.1660
C 1.36 1.11 -1.08 0.1869
N 0.98 0.25 -0.24 0.0574
H -1.65 0.71 -0.72 0.0809
H -1.80 -0.46 -1.90 0.0883
H -2.13 -0.86 -0.26 0.0792
H -0.09 -1.39 0.31 0.1009
H 0.42 -1.47 -1.34 0.1362
H 2.17 1.76 -0.78 0.1297
H 0.87 1.14 -2.02 0.1233
H 1.10 0.18 0.78 0.1336
H 0.23 -0.68 3.13 0.0751
H -0.11 0.80 3.09 0.0727
O 0.11 0.06 2.51 -0.0383
```

charge: +1
highest occupied orbital energy: -16.2 eV
orbital gap: 0.419 Ha



*b*
Computed, not measured: an isolated ion of composition C3H10NO and charge +1, with ωB97M-V/def2-TZVPD.

Geometry as XYZ:
```
15
Properties=species:S:1:pos:R:3:lowdin_charge:R:1
C 0.76 1.11 1.36 -0.0519
C -0.09 0.10 0.55 -0.2638
N 0.97 -1.03 0.29 0.2258
C -0.81 0.54 -0.74 -0.1786
O -1.10 -0.65 -1.49 -0.0400
H 0.29 2.07 1.68 0.1088
H 1.04 0.66 2.33 0.0939
H 1.71 1.48 1.00 0.0843
H -0.89 -0.24 1.19 0.1531
H 1.76 -0.74 -0.20 0.1345
H 0.46 -1.80 -0.16 0.1673
H 1.37 -1.38 1.21 0.2015
H -1.63 1.18 -0.41 0.1410
H -0.04 1.03 -1.35 0.1348
H -1.15 -0.38 -2.39 0.0891
```

charge: +1
SMILES string: C[C@H]([NH3+])CO
highest occupied orbital energy: -15.4 eV
orbital gap: 0.434 Ha



*b* is preferred energetically. Next in line: 0.0034 hartree higher.



*a*
Computed, not measured: a 2-piece molecular cluster, C3H10NO overall, with ωB97M-V/def2-TZVPD.

Geometry as XYZ:
```
15
Properties=species:S:1:pos:R:3:lowdin_charge:R:1
C 2.41 1.74 0.58 -0.1508
O 1.85 0.84 -0.36 -0.1677
H 2.61 1.13 1.51 0.0977
H 3.13 2.33 0.11 0.0614
H 1.51 2.39 0.94 0.1011
H 1.96 1.16 -1.26 0.0795
C -1.99 -0.67 -0.09 -0.1116
C -2.16 -1.08 -1.38 0.0626
N -0.87 -1.33 0.76 0.1603
H -2.60 0.17 0.42 0.1540
H -2.90 -0.64 -2.01 0.0652
H -1.26 -1.43 -1.97 0.1042
H -0.01 -1.29 0.11 0.1725
H -0.70 -0.89 1.62 0.1150
H -0.98 -2.44 1.04 0.2563
```

charge: +1
highest occupied orbital energy: -13.5 eV
orbital gap: 0.344 Ha



*b*
Computed, not measured: an isolated ion of composition C3H10NO and charge +1, with ωB97M-V/def2-TZVPD.

Geometry as XYZ:
```
15
Properties=species:S:1:pos:R:3:lowdin_charge:R:1
C 1.83 0.19 -0.18 -0.0408
C 0.41 0.05 -0.40 -0.4434
O -0.09 -1.10 -1.11 -0.0394
C -0.48 0.41 0.84 -0.0813
N -1.89 0.03 0.41 0.1388
H 2.28 1.01 0.32 0.0860
H 2.33 0.24 -1.20 0.1310
H 2.05 -0.69 0.47 0.1194
H 0.03 0.74 -1.23 0.1679
H 0.57 -1.58 -1.59 0.1077
H -0.43 -0.21 1.78 0.1521
H -0.16 1.40 1.11 0.1323
H -2.54 -0.18 1.26 0.2117
H -1.53 -0.87 -0.13 0.1717
H -2.38 0.57 -0.35 0.1864
```

charge: +1
SMILES string: C[C@@H](O)C[NH3+]
highest occupied orbital energy: -15.0 eV
orbital gap: 0.422 Ha



*b* is preferred energetically. Next in line: 0.0486 hartree higher.



*a*
Computed, not measured: a 3-piece molecular cluster, C2H2FNO2 overall, with ωB97M-V/def2-TZVPD.

Geometry as XYZ:
```
8
Properties=species:S:1:pos:R:3:lowdin_charge:R:1
C -0.07 2.09 -0.18 -0.5076
C 1.80 3.02 1.72 -0.0019
N -0.67 3.13 -0.10 0.1915
O 0.66 1.32 -0.56 0.1783
O 1.57 2.37 2.60 0.0657
F -1.77 -0.53 0.22 0.0446
H -1.90 -0.91 -0.49 -0.0273
H -1.07 3.50 0.71 0.0566
```

charge: 0
highest occupied orbital energy: -10.9 eV
orbital gap: 0.430 Ha



*b*
Computed, not measured: a 2-piece molecular cluster, C2H2FNO2 overall, with ωB97M-V/def2-TZVPD.

Geometry as XYZ:
```
8
Properties=species:S:1:pos:R:3:lowdin_charge:R:1
C 0.67 -0.25 0.76 -0.0600
C -0.38 0.03 1.51 -0.2661
O -1.41 0.28 2.06 0.1474
H 0.94 -1.38 0.64 0.1161
H 1.56 0.45 0.68 0.0995
O -0.43 1.35 -1.77 0.1235
N -0.63 0.28 -1.40 0.0251
F -0.31 -0.76 -2.48 -0.1855
```

charge: 0
SMILES string: C=C=O.O=NF
highest occupied orbital energy: -9.6 eV
orbital gap: 0.326 Ha



*a* is preferred energetically. Next in line: 0.1288 hartree higher.